Entry 1:
C4H11N2 | ωB97M-V with the def2-TZVPD basis set

The value obtained for the energy above the lowest of the compared OMol25 structures with the same formula, charge and spin is 149.9 kcal/mol. As for the total charge: +1. The calculation puts the largest force on an atom at 0.1149 Eh/bohr.

Structure (XYZ):
```
17
Properties=species:S:1:pos:R:3:forces:R:3
N -1.9183 1.6748 -0.1362 2.763 -0.595 1.497
N 1.7057 -0.0554 -3.3792 0.501 0.686 1.650
C -0.0852 0.0228 0.3472 2.332 1.958 4.465
C 0.7056 -0.6477 1.4730 0.523 -1.743 -1.613
C 0.1229 -2.0491 1.7830 -0.640 -0.530 -1.153
C -0.8871 1.0770 0.6407 -4.429 0.729 -3.838
H 1.1907 -0.2501 -4.2098 -0.647 0.057 -0.262
H 1.1439 0.3473 -2.5827 0.897 -0.430 -1.777
H -0.8253 1.4841 1.6485 1.056 0.558 -0.226
H -1.9976 1.3715 -1.0954 -0.131 -0.351 0.011
H 0.6336 -0.0520 2.4208 -0.476 0.034 -0.980
H -1.9347 2.7011 -0.0915 -0.338 -0.642 0.487
H -0.9323 -1.8961 2.0102 0.022 -0.288 0.373
H 2.5124 0.5336 -3.6270 -0.762 -0.293 0.422
H 0.1343 -2.7154 0.8788 0.274 0.671 0.819
H 1.7913 -0.7226 1.2046 -1.056 0.081 -0.064
H 0.6351 -2.5554 2.5878 0.112 0.099 0.189
```
Forces are in eV/Å.

Entry 2:
C28H48Br12O12 | ωB97M-V with the def2-TZVPD basis set

The value obtained for the energy above the lowest of the compared OMol25 structures with the same formula, charge and spin is 54.4 kcal/mol. As for the structure (SMILES): C[C@H]1COC(=O)O1.C[C@H]1COC(=O)O1.C[C@H]1COC(=O)O1.C[C@H]1COC(=O)O1.BrCCBr.BrCCBr.BrCCBr.BrCCBr.BrCCBr.BrCCBr. The calculation puts the largest force on an atom at 0.1513 Eh/bohr.

Structure (XYZ):
```
100
Properties=species:S:1:pos:R:3:forces:R:3
Br 3.5006 11.3062 -18.3466 0.104 0.101 0.476
Br 0.0014 5.7856 -15.4350 -0.073 0.699 1.097
Br 5.3309 7.6444 -20.5656 -0.798 0.525 0.800
Br 2.8345 -3.1480 -9.0499 2.113 0.101 -0.105
Br 13.8015 5.3876 -18.8861 -0.651 -0.106 0.860
Br 9.4385 -0.2998 -19.8496 0.751 0.326 -1.609
Br 8.9825 1.1868 -10.5797 -0.720 1.771 -0.318
Br 6.9215 4.3226 -13.3473 -0.196 0.635 -0.120
Br 13.0364 -0.2581 -22.8756 -0.439 -0.345 0.814
Br -1.2093 8.8568 -11.9954 0.248 -0.362 -0.778
Br 4.9112 -5.7779 -7.8193 0.065 0.050 0.189
Br 13.8180 8.3057 -16.6946 -0.567 -0.726 0.041
O 13.4987 -2.7909 -14.4910 -0.852 3.719 1.218
O 1.3662 3.6138 -5.1986 1.283 -3.838 1.913
O 9.6022 1.9036 -2.9144 2.339 0.585 -2.624
O 8.7508 0.7659 -1.2226 0.531 1.732 -0.830
O 13.8035 10.7616 -5.7682 1.922 0.969 1.718
O 14.5190 8.8888 -4.6944 -2.659 1.515 -2.566
O 2.7948 5.0604 -6.1028 -2.885 -1.572 -0.511
O 12.8688 8.9342 -6.3022 -0.039 -2.378 -1.162
O 14.4428 -4.4654 -15.3983 1.021 -1.649 -0.583
O 12.3099 -4.7001 -14.7022 3.577 2.830 -0.342
O 8.3548 2.9802 -1.4842 -0.576 -1.583 0.675
O 0.5106 5.0037 -6.5216 -0.160 1.354 -0.630
C 8.4085 3.9058 -2.5506 0.296 0.366 1.118
C 4.7259 10.2119 -19.3706 -0.663 -1.198 -0.568
C 15.3568 -2.0613 -13.1383 -0.121 0.848 -1.019
C 9.1738 3.0556 -3.5922 -1.989 1.510 -1.986
C -0.0050 3.2931 -5.1539 -0.161 -1.633 3.102
C 12.9140 11.1720 -6.7372 -1.198 -0.899 -1.236
C 14.8366 -2.3636 -14.6278 0.866 1.282 1.657
C 15.5045 -3.5467 -15.3295 0.022 0.709 0.856
C 12.3889 6.9277 -16.7592 0.771 -1.557 -0.612
C 13.7796 9.4497 -5.5178 2.762 -0.557 2.401
C 8.9162 1.7987 -1.8481 -2.366 -2.264 4.359
C 11.7252 -0.8666 -21.5096 1.268 0.035 1.602
C -0.3237 3.4919 -3.6641 -0.175 0.064 0.427
C 4.9086 -3.1783 -9.1242 -0.137 -1.147 -0.199
C -0.6938 8.1845 -13.8005 -0.650 -1.138 0.009
C 8.1847 3.0226 -11.1896 -0.420 -1.686 -0.691
C 12.4996 9.7945 -7.3932 -1.834 0.926 1.317
C 7.2735 2.7036 -12.3684 0.018 -0.590 -0.402
C 13.0021 5.4434 -17.0516 0.536 2.558 -0.085
C -0.6524 4.3120 -5.9503 0.570 1.298 -2.821
C 5.4361 -4.6395 -9.3040 -0.511 -0.040 -0.167
C 10.5831 0.0888 -21.5222 -1.019 -1.026 -0.456
C 9.1279 5.0834 -1.9443 0.314 0.285 -0.416
C 1.6802 4.5360 -6.0041 1.686 4.316 -0.770
C 13.3477 -3.9887 -14.8297 -4.768 -6.122 -0.578
C 4.2098 8.7333 -19.3116 0.467 1.226 -0.201
C -0.1770 6.7034 -13.6620 0.251 1.767 -0.144
C 10.9609 9.5786 -7.4596 -0.009 0.315 -0.328
H 8.5034 2.6991 -4.3742 -0.417 -0.046 0.059
H -1.2789 3.1330 -3.2808 -0.087 -0.375 -0.458
H 4.5648 10.6139 -20.3709 0.395 -0.310 0.010
H -0.2021 2.2697 -5.4731 0.377 -0.011 -0.109
H 12.0626 -0.8647 -20.4732 1.275 0.295 -0.262
H -0.8107 6.0933 -13.0183 0.009 0.129 -0.338
H -1.2847 4.9295 -5.3124 0.087 0.498 -0.612
H 5.0968 -5.2120 -10.1672 -0.659 0.670 -0.102
H -1.5849 8.2064 -14.4278 -0.024 0.156 0.258
H 15.9312 -1.1395 -13.0472 0.925 -0.259 -0.765
H 13.8818 5.3690 -16.4123 -0.207 -0.258 0.005
H 7.3778 4.2419 -2.6632 -0.064 -0.570 -1.279
H 9.0160 3.6590 -11.4930 -0.095 -0.212 0.435
H 14.8607 -1.4995 -15.2918 -0.149 0.276 0.452
H 5.7652 10.3358 -19.0664 -0.298 0.035 0.195
H 10.4972 10.1227 -6.6368 -0.025 0.539 -0.281
H 9.8901 4.6140 -1.3224 0.456 0.720 -0.082
H 10.5268 9.8271 -8.4280 0.055 0.522 0.103
H 7.6526 2.0389 -13.1447 0.389 -0.018 0.460
H 15.8651 -3.3407 -16.3373 0.147 -0.011 0.223
H 4.2209 8.3073 -18.3084 0.544 -0.042 -0.175
H 10.1278 -0.2118 -22.4658 -1.314 0.733 0.346
H 9.4925 5.7671 -2.7110 0.410 -0.070 0.071
H 5.3209 -2.7357 -8.2175 -0.569 -0.260 0.232
H 16.2762 -3.8397 -14.6178 0.299 -0.774 -0.633
H 6.3040 2.3074 -12.0663 0.182 0.097 0.188
H 3.1581 8.7508 -19.5977 0.245 -0.342 -0.530
H 6.5105 -4.7954 -9.4009 0.156 0.914 0.455
H 8.4546 5.6733 -1.3224 -0.001 -0.231 0.146
H 10.8232 1.1520 -21.5115 0.103 -0.368 0.241
H 9.8538 3.6595 -4.1931 1.060 -0.433 0.786
H 10.5556 8.5871 -7.2579 0.994 -0.508 -0.169
H 5.2419 -2.5137 -9.9212 -0.451 -0.283 -0.306
H 15.9010 -2.8957 -12.6960 -0.066 0.021 -0.133
H 7.5030 3.4147 -10.4348 0.834 0.002 0.450
H 13.0224 9.6673 -8.3412 0.186 -0.786 0.265
H 0.8017 6.8534 -13.2062 0.121 -0.822 -0.214
H 0.4694 3.0831 -3.0380 -0.070 -0.121 -0.116
H 12.3408 4.5891 -16.9064 -0.176 0.410 -0.215
H 0.0234 8.9084 -14.1873 0.126 -0.424 0.107
H 14.6053 -1.7037 -12.4344 -0.905 -0.866 -0.353
H 11.7120 7.2718 -17.5412 0.116 -0.244 0.085
H -1.1160 3.9608 -6.8721 -0.716 -0.102 0.512
H 12.0115 11.5838 -6.2853 0.160 0.432 0.062
H 11.8867 6.9542 -15.7921 0.165 -0.087 -0.080
H 13.4352 11.8824 -7.3789 -0.324 -0.090 -0.126
H 11.5553 -1.9324 -21.6623 -0.621 0.355 -0.670
H -0.3621 4.5664 -3.4852 0.273 0.116 0.071
```
Forces are in eV/Å.

Entry 3:
C7H20FN3P | ωB97M-V with the def2-TZVPD basis set

The value obtained for the energy above the lowest of the compared OMol25 structures with the same formula, charge and spin is 84.3 kcal/mol. As for the total charge: +1. The calculation puts the largest force on an atom at 0.0985 Eh/bohr.

Structure (XYZ):
```
32
Properties=species:S:1:pos:R:3:forces:R:3
P -0.2708 -0.0143 0.1538 -0.603 0.913 -1.733
F -3.7480 -0.1261 0.4401 0.412 0.349 1.412
N 0.1001 1.3553 -0.7256 -1.990 -0.722 -1.167
N -0.1876 -1.1705 -1.0651 1.292 -0.045 2.542
N 0.9776 -0.2934 1.1846 -1.465 -0.217 0.623
C -1.3618 -1.4478 -1.8263 0.686 -0.658 -2.490
C 0.5368 -2.3999 -0.6626 0.882 -1.357 -2.224
C 0.5444 -1.1314 2.3376 4.413 1.263 2.142
C -0.2623 2.6826 -0.3435 1.171 2.133 3.279
C -3.0585 0.1893 1.5450 1.061 1.374 0.756
C 1.9698 0.7449 1.3013 2.888 -0.604 3.221
C 0.3364 1.3961 -2.2014 1.527 -2.611 -0.238
H -2.1725 -0.9001 -1.5481 -2.290 1.707 1.290
H 0.6961 3.2568 0.0457 -1.579 -0.582 -1.671
H 1.5650 -1.6457 2.6480 -1.888 1.270 0.096
H 1.4479 -2.2746 -0.1086 0.000 0.822 0.722
H -2.9420 -0.4710 2.4021 -0.339 -1.085 -0.892
H 1.3480 1.7991 -2.1857 0.465 -0.602 -0.957
H -1.5345 -2.4464 -1.5775 -1.104 -1.741 -0.332
H 0.1648 0.4212 -2.8261 0.892 1.660 1.739
H 2.0050 1.3908 2.2368 -0.994 -0.654 -1.050
H 0.0284 -2.0158 2.1135 -1.550 -0.653 -0.807
H -0.1848 2.1167 -2.7572 -1.496 1.181 -0.012
H 1.9629 1.2876 0.4355 -0.319 1.799 -1.844
H -0.8672 3.1479 -1.1163 0.469 0.439 0.042
H -0.8354 2.8241 0.6071 -0.034 -0.985 -0.632
H 0.1299 -0.4879 3.2016 0.528 -1.272 -1.354
H 3.0459 0.4079 1.3074 -1.049 -0.728 0.051
H -1.4003 -1.3062 -2.9588 1.127 -0.281 1.265
H 1.0276 -2.6868 -1.6439 -1.037 -0.649 0.929
H -3.0503 1.2263 1.9970 -0.389 -0.717 -1.720
H -0.0425 -3.2491 -0.1651 0.311 1.254 -0.984
```
Forces are in eV/Å.

Entry 4:
C4H20N2O4 | ωB97M-V with the def2-TZVPD basis set

The value obtained for the energy above the lowest of the compared OMol25 structures with the same formula, charge and spin is 31.0 kcal/mol. As for the structure (SMILES): NCCCCN.O.O.O.O. The calculation puts the largest force on an atom at 0.1535 Eh/bohr.

Structure (XYZ):
```
30
Properties=species:S:1:pos:R:3:forces:R:3
O 1.1015 2.4463 1.2884 2.383 -0.357 -1.836
O 0.8702 -2.5174 1.2768 -2.193 5.288 5.371
O 2.0034 -0.0573 1.3567 3.189 -1.246 1.410
O -1.5506 1.6187 2.1636 1.055 -1.217 -0.821
N 1.5416 1.3502 -1.8022 1.565 -0.188 0.588
N -1.8599 -1.0643 1.3228 2.820 -1.068 -0.799
C -1.8285 -1.2373 -0.1703 1.223 0.730 2.120
C -0.6618 0.2207 -1.9076 -0.282 0.357 -1.244
C 0.7125 0.4297 -2.5731 -0.024 -1.707 0.081
C -0.5144 -0.5515 -0.5657 -0.308 -1.142 -2.828
H -0.2716 0.1233 0.1993 0.436 1.004 0.893
H 2.2912 1.7243 -2.4138 -0.683 -0.245 0.703
H -1.1330 0.8081 1.6933 -1.556 1.370 1.250
H 1.1551 -0.5888 -2.5880 0.073 0.247 0.005
H -2.7231 -1.2683 1.6992 -2.269 -0.696 0.915
H -1.0568 1.2359 -1.6892 -0.085 -0.558 -0.136
H -2.7328 -0.7556 -0.4944 -0.137 0.480 -0.667
H 2.8533 -0.0021 1.9297 -2.204 -0.312 -1.486
H -2.2828 1.2188 2.6552 0.352 0.107 -0.240
H -1.3776 -0.2509 -2.7018 1.171 0.449 1.656
H 0.3304 2.4914 1.7788 -2.750 0.279 1.945
H 1.6893 0.8388 1.3734 -0.588 1.475 0.212
H 1.1881 -3.0212 0.6608 2.781 -4.885 -5.542
H 0.7964 2.1728 0.4124 0.117 0.454 -0.432
H 1.3233 -1.6387 1.1450 -0.547 -0.779 0.572
H -1.8156 -2.2463 -0.5439 -0.192 -0.676 0.100
H 0.3564 -1.2809 -0.6093 -1.330 0.785 -0.196
H -1.1486 -1.6837 1.7833 -0.857 0.660 -0.744
H 0.6949 0.6600 -3.6462 -0.356 0.646 0.396
H 2.0494 0.8255 -1.0329 -0.803 0.745 -1.246
```
Forces are in eV/Å.

largest force on an atom of number 1 (C4H11N2)?
0.1149 Eh/bohr